{
  "formula": "C3H7NO",
  "method": "ωB97M-V/def2-TZVPD",
  "homo_energy_ev": -9.05,
  "e_lumo_ha": 0.0342,
  "relative_energy_kcal_mol": 37.00,
  "smiles": "CNCC=O",
  "species": ["C", "N", "C", "C", "O", "H", "H", "H", "H", "H", "H", "H"],
  "positions_angstrom": [[0.11064, -1.40332, -0.64736], [0.40920, -0.69163, 0.59018], [0.60156, 0.74537, 0.35211], [-0.73207, 1.46037, 0.26581], [-1.20364, 1.91691, -0.77285], [-0.68440, -0.92457, -1.22731], [-0.21628, -2.42102, -0.41163], [1.00878, -1.48378, -1.26825], [-0.33772, -0.84683, 1.26571], [1.18610, 0.93722, -0.55437], [1.14936, 1.18205, 1.19329], [-1.29152, 1.52923, 1.21466]],
  "forces_ev_per_angstrom": [[-0.235, -0.316, 0.008], [0.121, 0.194, -0.182], [-0.115, 0.217, 0.439], [-0.355, 0.689, -2.050], [0.679, -0.746, 1.758], [0.005, -0.016, -0.176], [0.090, 0.143, 0.000], [-0.113, 0.119, 0.115], [0.242, 0.105, -0.100], [-0.197, -0.272, 0.100], [0.033, -0.065, 0.031], [-0.156, -0.050, 0.056]],
  "nbo_charge": [-0.420, -0.603, -0.329, 0.413, -0.516, 0.177, 0.203, 0.196, 0.354, 0.216, 0.205, 0.105]
}

=====

{
  "formula": "C4H9N2",
  "method": "ωB97M-V/def2-TZVPD",
  "homo_energy_ev": [-14.98, -14.47],
  "e_lumo_ha": [-0.2130, -0.1992],
  "charge": 1,
  "relative_energy_kcal_mol": 176.68,
  "species": ["C", "C", "C", "C", "N", "N", "H", "H", "H", "H", "H", "H", "H", "H", "H"],
  "positions_angstrom": [[0.64361, 1.50984, -0.75657], [-0.82808, 0.44248, -1.19642], [-0.79712, 0.52508, 1.10880], [0.90279, -0.92656, -0.02911], [-0.18020, 1.49651, -1.74228], [0.13430, 0.39050, -0.04526], [1.48024, 2.05574, -0.51134], [-1.85282, 0.27652, -1.20940], [-0.83866, -1.28680, -2.21840], [-1.19006, 1.55152, 0.91830], [-1.43624, -0.37275, 1.05448], [-0.24480, 0.48497, 2.05905], [0.46041, -1.87031, 0.41091], [1.38913, -1.25780, -0.95539], [1.69835, -0.58754, 0.67161]],
  "forces_ev_per_angstrom": [[-0.496, 0.012, -1.296], [0.938, -3.105, -2.282], [1.031, 0.865, 0.956], [2.317, 0.097, 1.898], [0.809, 1.641, -0.875], [-2.939, -4.780, -0.377], [1.708, 1.325, 0.441], [-1.704, 0.075, 0.670], [0.341, 2.191, 1.185], [-0.626, -1.061, 0.770], [-0.214, 0.901, 0.059], [-0.145, 0.189, -0.306], [-0.496, 1.722, -0.345], [-0.501, 0.903, -0.142], [-0.024, -0.976, -0.356]],
  "nbo_charge": [0.245, 0.128, -0.401, -0.442, -0.324, -0.298, 0.239, 0.246, 0.113, 0.242, 0.245, 0.246, 0.271, 0.264, 0.226]
}

=====

{
  "formula": "C25H41ClF2N3O5P2S",
  "method": "ωB97M-V/def2-TZVPD",
  "homo_energy_ev": -10.45,
  "e_lumo_ha": -0.1130,
  "charge": 1,
  "smiles": "C#CCCC[C@]1(CCCS)[C@H]([C@H](Cl)CC)O[C@@](c2ccncc2)([C@@H](C)F)[C@@](C[C@@H](C)O)(P(O)O)[N@+]1(F)P(N)O",
  "species": ["C", "C", "C", "C", "C", "C", "C", "C", "C", "S", "C", "C", "Cl", "C", "C", "O", "C", "C", "C", "C", "N", "C", "C", "C", "C", "F", "C", "C", "C", "C", "O", "P", "O", "O", "N", "F", "P", "N", "O", "H", "H", "H", "H", "H", "H", "H", "H", "H", "H", "H", "H", "H", "H", "H", "H", "H", "H", "H", "H", "H", "H", "H", "H", "H", "H", "H", "H", "H", "H", "H", "H", "H", "H", "H", "H", "H", "H", "H", "H", "H"],
  "positions_angstrom": [[-4.83576, 4.23331, -1.32399], [-3.68301, 4.08306, -1.65468], [-2.25284, 3.72086, -1.96759], [-1.59394, 3.08103, -0.66467], [-0.61983, 1.91017, -0.96759], [-0.70394, 0.51748, -0.25637], [-2.25845, 0.21991, -0.12442], [-3.17976, 0.40547, -1.34446], [-4.63526, 0.82559, -0.88082], [-5.62025, -0.73439, -0.66113], [-0.29387, 0.62282, 1.28664], [-0.56304, 1.97135, 2.01521], [0.67316, 3.25362, 1.74300], [-0.51979, 1.67969, 3.56803], [-1.84478, 1.04505, 4.09667], [1.00883, 0.23443, 1.66920], [1.74415, -0.73974, 0.92331], [2.90279, 0.11915, 0.29747], [3.35176, 1.26617, 1.01839], [4.39368, 2.10462, 0.59053], [5.06588, 1.88580, -0.55191], [4.68072, 0.80708, -1.20719], [3.66104, -0.10482, -0.88045], [2.53604, -1.57739, 2.02960], [2.48399, -0.92605, 3.45308], [2.15227, -2.91045, 2.21990], [0.84184, -1.54808, -0.03090], [1.72786, -2.69391, -0.65435], [1.60432, -3.34111, -2.05203], [2.41968, -4.69460, -2.00024], [0.33130, -3.65687, -2.57973], [-0.55673, -2.62078, 0.87818], [-0.52758, -2.54803, 2.52304], [-0.82818, -4.09351, 0.18300], [0.05451, -0.60243, -0.96600], [-0.94930, -1.47557, -1.41482], [0.87535, -0.29058, -2.61286], [-0.42298, -0.12386, -3.74714], [1.61923, 1.17967, -2.70823], [-5.85082, 4.14263, -0.95825], [-1.73751, 4.66908, -2.21348], [-2.27241, 3.02583, -2.82447], [-2.42533, 2.93547, 0.03846], [-1.00732, 3.92863, -0.25688], [0.41088, 2.28386, -0.77520], [-0.68022, 1.85212, -2.07878], [-2.48819, -0.75608, 0.33706], [-2.59832, 0.93096, 0.66101], [-3.32364, -0.58457, -1.82597], [-2.86572, 1.09683, -2.14651], [-5.10583, 1.47549, -1.63605], [-4.63921, 1.30949, 0.10972], [-6.21918, -0.91220, -1.86874], [-1.00706, -0.04542, 1.83013], [-1.59680, 2.33780, 1.87881], [0.40050, 1.16258, 3.88183], [-0.46709, 2.68988, 4.02500], [-2.37769, 0.44657, 3.32169], [-2.55612, 1.85389, 4.36049], [-1.69012, 0.38680, 4.96725], [2.90457, 1.55845, 1.97744], [4.68632, 2.98602, 1.18074], [5.22439, 0.60673, -2.14866], [3.40483, -0.95454, -1.52063], [3.62319, -1.59940, 1.80877], [3.04377, -1.64705, 4.08825], [1.46596, -0.88991, 3.87325], [3.04362, 0.01801, 3.50957], [1.66136, -3.57824, 0.02660], [2.80513, -2.46668, -0.49606], [2.14347, -2.75941, -2.82559], [2.04338, -5.32998, -1.16876], [2.24868, -5.22696, -2.95192], [3.49971, -4.49411, -1.88642], [0.06169, -4.52210, -2.24433], [-0.02300, -1.81108, 2.90397], [-0.41325, -4.82183, 0.69803], [-1.28764, 0.17898, -3.29937], [-0.55221, -1.04275, -4.17413], [2.27409, 1.08205, -3.42153]],
  "forces_ev_per_angstrom": [[0.405, -0.579, 0.097], [0.111, -0.388, 0.003], [-1.059, 0.439, 0.828], [-0.308, 1.226, -0.330], [1.681, 0.261, -0.871], [-2.374, 1.630, 1.789], [-0.314, 0.165, 0.232], [-0.921, -0.294, -0.144], [0.362, -1.040, -0.787], [-0.341, 0.259, 0.195], [-0.616, -0.265, 0.144], [0.112, -0.847, 1.662], [-0.428, -0.281, -0.338], [-0.579, 0.923, 0.137], [-0.154, -0.011, -0.560], [-0.465, -0.339, -0.390], [0.921, 1.134, 0.296], [1.319, 1.240, -0.597], [-0.246, 0.058, 0.639], [-0.307, -0.585, -0.325], [-0.598, -0.085, 0.788], [0.205, -1.021, -1.552], [-0.890, 0.123, 1.171], [0.867, 0.548, 1.413], [0.437, -1.237, -0.157], [-0.333, 0.263, -0.621], [2.337, -1.663, 1.050], [0.627, -0.716, 0.132], [1.656, -1.679, -0.936], [-0.368, 0.630, 0.083], [-0.149, 0.673, 0.355], [-5.653, 3.362, -0.887], [1.362, -1.056, -0.379], [2.488, -0.347, 2.098], [-1.250, 0.107, 1.780], [0.265, 0.170, -1.110], [1.641, -0.614, -3.865], [0.591, -0.019, 1.938], [-1.239, -0.356, 0.766], [0.553, 0.467, -0.346], [-0.033, -0.737, -0.228], [0.242, 0.424, 0.232], [0.462, -0.455, -0.240], [-0.256, -0.734, 0.086], [-0.603, -0.164, -0.226], [0.178, -0.580, 0.708], [0.519, 0.243, -0.371], [0.401, -0.188, -0.584], [0.294, 0.612, 0.115], [0.236, -0.045, 0.634], [0.156, -0.280, 0.549], [-0.023, -0.069, -0.517], [0.449, 0.436, 0.292], [0.357, 0.202, -0.625], [0.796, 0.071, -0.532], [-0.430, 0.016, -0.363], [0.158, -0.627, -0.173], [0.442, 0.175, 0.442], [0.425, -0.503, 0.038], [-0.052, 0.393, -0.318], [-0.002, -0.298, -0.660], [-0.204, -0.512, -0.271], [-0.222, 0.137, 0.526], [0.523, 0.536, -0.002], [-0.752, -0.165, -0.485], [-0.293, 0.423, -0.360], [0.447, 0.393, -0.236], [-0.624, -0.187, -0.099], [-0.410, 0.784, -0.229], [-0.687, 0.140, -0.462], [-0.627, 0.037, 0.525], [0.350, 0.292, -0.418], [0.186, 0.263, 0.406], [-0.465, -0.259, 0.093], [-0.063, 0.233, 0.049], [0.229, -0.349, -0.088], [-0.128, -0.167, -0.508], [-0.168, 0.057, -0.587], [-0.174, 0.152, 0.169], [0.020, 0.047, 0.315]],
  "mulliken_charge": [0.031, -0.618, -0.765, -1.311, -2.492, 3.886, -1.424, -0.230, -0.990, -0.255, -2.918, 0.832, -0.155, -0.693, -1.153, 0.299, 0.320, 0.417, -1.021, -0.630, -0.613, -0.700, -0.433, 0.667, -1.184, -0.349, 1.572, -1.519, -0.395, -1.534, -0.494, -0.106, -0.627, -0.383, 0.770, -0.230, 0.145, -0.599, -0.510, 0.407, 0.472, 0.350, 0.206, 0.775, 0.739, 0.869, 0.499, 0.572, 0.402, 0.002, 0.389, 0.320, 0.158, -0.137, 0.184, 0.114, 0.692, 0.267, 0.350, 0.331, 0.230, 0.390, 0.407, 0.467, 0.534, 0.513, 0.312, 0.220, 0.623, 0.992, 0.382, 0.409, 0.428, 0.371, 0.355, 0.405, 0.397, 0.211, 0.388, 0.399]
}

=====

Number 1: E -6761.1460 eV. Number 2: E -7260.4800 eV. Number 3: E -88654.0906 eV.